No. 1
{
  "formula": "C2H7S",
  "method": "the ωB97M-V functional and the def2-TZVPD basis",
  "charge": -1,
  "de_lowest_kj_mol": 102.9,
  "total_energy_ev": -13022.551,
  "e_homo_ha": -0.0682,
  "species": ["C", "H", "H", "H", "H", "C", "S", "H", "H", "H"],
  "positions_angstrom": [[-1.5869, -1.1033, -2.7749], [-2.2410, -0.7339, -2.0224], [-1.9638, -2.0048, -3.2841], [-0.5893, -1.2329, -2.4123], [-1.4228, -0.2066, -3.3666], [1.1493, -0.2558, 0.4017], [0.3121, 0.8539, 1.5695], [1.0452, -1.3795, 0.5252], [0.5455, 0.1214, -0.5824], [2.2587, -0.0706, 0.2707]],
  "nbo_charge": [-0.863, 0.224, 0.198, 0.230, 0.208, -0.766, -0.731, 0.161, 0.177, 0.163]
}

=====

No. 2
{
  "formula": "C2H7S2",
  "method": "the ωB97M-V functional and the def2-TZVPD basis",
  "charge": 0,
  "de_lowest_kj_mol": 28.9,
  "multiplicity": 2,
  "s2": 0.753,
  "total_energy_ev": -23856.218,
  "e_homo_ha": [-0.3109, -0.3109],
  "species": ["S", "H", "C", "S", "C", "H", "H", "H", "H", "H", "H"],
  "positions_angstrom": [[1.8387, -1.6400, -0.1021], [1.6809, -2.4028, 0.9936], [0.1184, 1.7248, -0.6256], [-1.2374, 1.1470, 0.4387], [-1.3288, -0.6005, -0.0576], [0.5332, 2.6216, -0.1781], [-0.2810, 1.9901, -1.5925], [0.8424, 0.9211, -0.6795], [-2.3478, -0.9077, 0.1253], [-1.0449, -0.7410, -1.0958], [-0.7325, -1.1887, 0.6368]],
  "lowdin_spin": [0.887, 0.041, 0.005, 0.004, 0.034, 0.000, 0.000, 0.004, 0.002, 0.003, 0.020]
}

=====

No. 3
{
  "formula": "C2H7S3",
  "method": "the ωB97M-V functional and the def2-TZVPD basis",
  "charge": -1,
  "de_lowest_kj_mol": 63.2,
  "total_energy_ev": -34694.170,
  "e_homo_ha": -0.0776,
  "species": ["C", "S", "H", "H", "H", "C", "S", "S", "H", "H", "H", "H"],
  "positions_angstrom": [[-1.5849, 1.8458, -0.2097], [-0.6551, 2.2541, 1.3036], [-2.4191, 1.2005, 0.0310], [-0.9645, 1.3292, -0.9298], [-1.8188, 2.8186, -0.6362], [1.6515, -1.7714, -0.5378], [0.8960, -1.2861, 1.1342], [-0.8795, -2.2588, 1.0927], [2.7047, -1.9824, -0.3361], [1.1448, -2.6650, -0.8727], [1.6006, -0.8437, -1.0975], [0.3244, 1.3593, 1.0584]],
  "nbo_charge": [-0.723, -0.123, 0.227, 0.225, 0.198, -0.736, -0.082, -0.753, 0.186, 0.228, 0.195, 0.158]
}

=====

charge of number 1 (C2H7S)? -1

=====

Which value of charge does entry 1 give? -1

=====

Look up the charge of the first one. -1